No. 1
{
  "formula": "C34H45DyN5O",
  "method": "ωB97M-V with the def2-TZVPD basis set",
  "lumo_ev": [2.412, 2.424],
  "homo_ev": [-3.18, -2.06],
  "charge": -1,
  "spin_multiplicity": 6,
  "orbital_gap_ev": [5.591, 4.488],
  "elements": ["Dy", "N", "N", "C", "C", "C", "C", "H", "H", "H", "C", "C", "H", "H", "H", "C", "C", "H", "H", "H", "C", "H", "H", "H", "C", "H", "H", "H", "C", "H", "C", "H", "C", "H", "C", "H", "C", "C", "H", "C", "C", "H", "C", "H", "N", "C", "C", "C", "H", "C", "C", "H", "H", "H", "C", "H", "C", "C", "H", "H", "H", "C", "H", "H", "H", "C", "N", "C", "C", "C", "N", "C", "C", "O", "H", "H", "H", "H", "H", "H", "H", "H", "H", "H", "H", "H"],
  "positions_angstrom": [[0.2969, 0.0254, 0.1677], [1.0788, -3.6525, 2.9686], [0.5514, -1.7913, -1.5992], [1.4469, 2.3768, -0.5167], [2.4355, 1.3811, -0.1896], [2.4386, 1.2211, 1.2425], [3.3291, 0.2882, 1.9935], [4.2779, 0.1244, 1.4677], [2.8633, -0.7192, 2.0841], [3.5428, 0.6469, 3.0087], [1.4656, 2.1241, 1.7871], [1.2102, 2.4227, 3.2226], [1.1925, 3.5209, 3.3770], [2.0074, 1.9734, 3.8416], [0.2196, 2.0138, 3.4952], [0.8285, 2.7943, 0.7018], [-0.2914, 3.7755, 0.8450], [-1.0817, 3.3622, 1.4910], [-0.7477, 4.0074, -0.1244], [0.0133, 4.7346, 1.2966], [3.4269, 0.7768, -1.1244], [4.3698, 1.3481, -1.0890], [3.0715, 0.7850, -2.1641], [3.6582, -0.2667, -0.8602], [1.2226, 2.9620, -1.8719], [0.1790, 3.2830, -2.0102], [1.4478, 2.2263, -2.6537], [1.8694, 3.8400, -2.0554], [0.1254, -4.3378, 3.5417], [0.3210, -4.6643, 4.5579], [-1.1343, -4.6790, 2.9653], [-1.8596, -5.2360, 3.5323], [-1.3976, -4.3028, 1.6443], [-2.2952, -4.5532, 1.0922], [-0.4296, -3.5191, 0.9397], [-0.5002, -3.2156, -0.1059], [0.7836, -3.1036, 1.7003], [1.6379, -1.9070, 1.5473], [2.4147, -2.2916, 0.6909], [0.0477, -0.6943, -2.1707], [0.9730, -2.6921, -2.5850], [1.3810, -3.6427, -2.2121], [0.6940, -2.1247, -3.7986], [0.9034, -2.5439, -4.7605], [0.1250, -0.8996, -3.5380], [-0.0112, 0.2076, -4.3417], [1.0387, 0.5566, -5.2163], [0.8481, 1.7219, -5.9567], [1.6074, 2.0001, -6.6734], [-0.2774, 2.5201, -5.7746], [-0.4904, 3.7381, -6.6169], [-1.0438, 4.5174, -6.0689], [-1.0743, 3.5132, -7.5265], [0.4685, 4.1624, -6.9440], [-1.2355, 2.1971, -4.8275], [-2.1081, 2.7990, -4.6457], [-1.1212, 1.0407, -4.0637], [-2.0671, 0.6901, -2.9613], [-2.0660, -0.3825, -2.6940], [-3.0672, 0.9612, -3.2925], [-1.8474, 1.2803, -2.0561], [2.3415, -0.1946, -5.2021], [2.2515, -1.2304, -5.5451], [2.8073, -0.2073, -4.2031], [3.0191, 0.3205, -5.8721], [0.4157, -0.7520, 4.3371], [-1.0308, -0.8766, 4.2089], [-1.7512, -1.5315, 5.2934], [-3.1510, -0.9908, 5.3410], [-3.7966, -1.3026, 4.0242], [-2.9611, -0.8306, 2.9257], [-3.6130, -0.8637, 1.6225], [-1.6461, -0.6336, 3.0217], [-0.9643, -0.2313, 1.9811], [0.9236, -1.0735, 3.4189], [0.7278, -1.4068, 5.1598], [0.6954, 0.2845, 4.5753], [-1.7783, -2.6255, 5.1340], [-1.2138, -1.3472, 6.2247], [-3.1449, 0.0869, 5.5330], [-3.7135, -1.4633, 6.1511], [-4.7779, -0.8246, 3.9410], [-3.9510, -2.3924, 3.9323], [-3.8929, -1.8990, 1.3613], [-4.5283, -0.2534, 1.6604], [-2.9332, -0.4618, 0.8621]],
  "mulliken_charge": [-0.043, -0.544, 0.091, 0.947, 0.464, -0.019, -1.681, 0.363, 0.377, 0.383, 1.690, -1.606, 0.430, 0.352, 0.101, 0.137, -1.746, 0.221, 0.341, 0.306, -1.060, 0.337, -0.119, 0.306, -1.018, 0.245, -0.109, 0.246, -0.411, 0.410, -0.506, 0.424, -0.479, 0.445, -0.511, 0.291, -0.144, -0.143, 0.024, -0.614, -1.075, 0.435, -0.648, 0.687, 0.461, 0.428, 0.959, -1.048, 0.367, 0.924, -1.556, 0.353, 0.284, 0.362, -0.824, 0.406, 0.929, -1.603, 0.312, 0.686, 0.055, -1.661, 0.388, 0.214, 0.412, -0.783, 0.489, -0.631, -0.735, -0.672, 0.323, -0.975, -0.021, 0.021, 0.081, 0.472, 0.201, 0.185, 0.511, 0.300, 0.378, 0.360, 0.321, 0.256, 0.328, 0.162]
}

***

No. 2
{
  "formula": "C34H45GeIrO4S",
  "method": "ωB97M-V with the def2-TZVPD basis set",
  "lumo_ev": [0.530, -0.594],
  "de_lowest_kj_mol": 5.5,
  "homo_ev": [-6.11, -8.06],
  "spin_multiplicity": 5,
  "orbital_gap_ev": [6.642, 7.464],
  "elements": ["Ir", "C", "C", "C", "C", "O", "Ge", "O", "C", "C", "C", "C", "O", "C", "C", "C", "C", "H", "H", "H", "H", "H", "H", "H", "H", "H", "H", "H", "H", "H", "H", "H", "H", "H", "H", "H", "H", "H", "H", "H", "H", "H", "H", "H", "C", "C", "C", "C", "C", "C", "C", "C", "H", "H", "H", "H", "H", "C", "C", "C", "C", "C", "C", "C", "H", "H", "H", "H", "H", "C", "S", "O", "C", "C", "C", "C", "C", "C", "H", "H", "H", "H", "H", "H", "H", "H"],
  "positions_angstrom": [[0.3098, 0.7135, 0.0797], [3.2848, 2.1354, -0.8227], [3.6616, 0.7965, -0.2049], [4.1191, -0.1591, -1.2936], [4.7645, 0.9706, 0.8337], [2.4934, 0.2123, 0.4031], [2.1560, -0.3282, 2.2011], [0.9405, 1.1076, 2.2918], [0.9958, 2.2228, 3.1944], [0.8028, 1.7115, 4.6192], [-0.1307, 3.1702, 2.8138], [2.3367, 2.9387, 3.0815], [0.6623, -1.2111, 1.4462], [0.6859, -2.5887, 1.0176], [-0.0798, -3.3989, 2.0559], [2.1155, -3.1167, 0.8963], [0.0073, -2.6744, -0.3406], [4.1357, 2.5614, -1.3575], [2.9674, 2.8425, -0.0563], [2.4659, 2.0010, -1.5335], [5.0330, 0.2010, -1.7708], [3.3449, -0.2510, -2.0504], [4.3140, -1.1467, -0.8693], [5.6518, 1.4049, 0.3696], [5.0427, 0.0084, 1.2686], [4.4439, 1.6342, 1.6369], [-0.2050, 1.3156, 4.7541], [0.9527, 2.5192, 5.3382], [1.5199, 0.9198, 4.8455], [-1.0924, 2.6643, 2.8745], [-0.0016, 3.5138, 1.7846], [-0.1345, 4.0388, 3.4759], [3.1513, 2.2890, 3.4100], [2.3483, 3.8349, 3.7041], [2.5193, 3.2333, 2.0489], [0.3456, -3.2346, 3.0485], [-0.0287, -4.4657, 1.8295], [-1.1314, -3.1040, 2.0730], [2.6174, -3.1393, 1.8662], [2.6926, -2.4860, 0.2170], [2.1072, -4.1330, 0.4983], [-0.9970, -2.2480, -0.2995], [-0.0667, -3.7163, -0.6607], [0.5786, -2.1185, -1.0861], [0.1618, 0.0919, -2.5138], [0.9746, -0.3875, -3.2917], [1.9066, -0.9342, -4.2352], [2.1661, -0.2621, -5.4346], [3.0583, -0.7856, -6.3554], [3.7050, -1.9876, -6.0988], [3.4510, -2.6653, -4.9142], [2.5586, -2.1466, -3.9901], [1.6606, 0.6752, -5.6261], [3.2508, -0.2533, -7.2780], [4.4013, -2.3956, -6.8200], [3.9485, -3.6047, -4.7096], [2.3555, -2.6754, -3.0678], [-0.7807, 0.6018, -1.6295], [-2.1359, 0.8672, -2.0690], [-2.6686, 0.1877, -3.1784], [-3.9594, 0.4343, -3.6110], [-4.7508, 1.3794, -2.9659], [-4.2283, 2.0791, -1.8855], [-2.9419, 1.8262, -1.4375], [-2.0542, -0.5463, -3.6862], [-4.3518, -0.1118, -4.4599], [-5.7586, 1.5755, -3.3091], [-4.8306, 2.8295, -1.3874], [-2.5325, 2.3746, -0.6027], [-2.0062, -0.5724, 3.3939], [-2.3016, -0.3803, 1.6419], [-1.8056, 1.0123, 1.3102], [-4.0788, -0.2560, 1.7225], [-4.6824, 0.9889, 1.7491], [-6.0681, 1.0603, 1.7999], [-6.8291, -0.1005, 1.8189], [-6.2091, -1.3435, 1.7816], [-4.8261, -1.4252, 1.7246], [-2.4129, 0.3038, 3.8979], [-0.9259, -0.6379, 3.5112], [-2.4914, -1.4859, 3.7365], [-4.0671, 1.8794, 1.7171], [-6.5547, 2.0270, 1.8163], [-7.9090, -0.0385, 1.8499], [-6.8028, -2.2480, 1.7828], [-4.3353, -2.3909, 1.6708]],
  "mulliken_charge": [1.893, -1.491, 1.558, -1.686, -1.906, -0.035, -0.912, 0.232, 1.378, -1.560, -1.333, -1.649, 0.199, 1.784, -1.468, -2.178, -1.460, 0.473, 0.097, 0.270, 0.482, 0.244, 0.319, 0.478, 0.406, 0.278, 0.248, 0.462, 0.312, 0.062, 0.314, 0.475, 0.353, 0.556, 0.155, 0.319, 0.466, 0.043, 0.440, 0.316, 0.516, -0.017, 0.630, 0.014, -1.349, -0.078, 0.558, -0.631, -0.562, -0.461, -0.665, 0.143, 0.462, 0.391, 0.385, 0.405, 0.433, 0.505, 1.268, -0.503, -0.690, -0.552, -0.568, -0.128, 0.380, 0.387, 0.386, 0.402, 0.406, -0.954, 0.781, -0.734, 0.324, -0.579, -0.731, -0.501, -0.691, -0.373, 0.486, -0.007, 0.586, 0.366, 0.428, 0.392, 0.410, 0.400]
}

***

No. 3
{
  "formula": "C34H45IN6O3OsS2Te",
  "method": "ωB97M-V with the def2-TZVPD basis set",
  "lumo_ev": [-2.330, -5.712],
  "de_lowest_kj_mol": 26.6,
  "homo_ev": [-10.53, -10.53],
  "charge": 1,
  "spin_multiplicity": 6,
  "orbital_gap_ev": [8.197, 4.816],
  "elements": ["Os", "S", "C", "N", "C", "C", "C", "C", "C", "C", "S", "H", "H", "H", "H", "N", "C", "C", "C", "C", "N", "C", "N", "N", "C", "O", "O", "H", "H", "H", "H", "H", "H", "H", "H", "H", "H", "H", "H", "H", "H", "I", "C", "H", "H", "C", "C", "O", "N", "Te", "C", "C", "C", "C", "C", "C", "C", "C", "C", "C", "C", "C", "C", "C", "C", "C", "C", "C", "H", "H", "H", "H", "H", "H", "H", "H", "H", "H", "H", "H", "H", "H", "H", "H", "H", "H", "H", "H", "H", "H", "H", "H", "H"],
  "positions_angstrom": [[0.7580, -0.7053, 1.0618], [2.7393, -0.3617, -0.8350], [2.5604, 1.0889, 0.0604], [1.5875, 1.1769, 0.9328], [1.6841, 2.3278, 1.6750], [0.8437, 2.7440, 2.7197], [1.1152, 3.9743, 3.3099], [2.1331, 4.7785, 2.8671], [2.9483, 4.4346, 1.7884], [2.6908, 3.2195, 1.2047], [3.6154, 2.4451, -0.0458], [-0.0455, 2.1833, 3.0558], [0.4997, 4.3536, 4.0651], [2.3907, 5.6915, 3.4173], [3.7731, 5.0622, 1.4368], [0.2407, -2.7379, 0.7817], [1.3507, -3.6581, 1.3474], [0.7832, -5.0319, 1.6200], [-0.5347, -5.1286, 2.5459], [-0.3227, -6.1933, 3.6467], [0.4056, -5.6275, 4.7831], [-0.2310, -4.7505, 5.5885], [0.1862, -3.6161, 5.9831], [-1.4420, -5.2413, 5.9856], [2.0042, -2.9026, 2.5156], [2.4885, -3.5259, 3.3866], [1.9549, -1.5455, 2.4219], [-0.6809, -2.9312, 1.2395], [0.1909, -2.9510, -0.2005], [2.1619, -3.7850, 0.6001], [1.5759, -5.6145, 2.0816], [0.5594, -5.5417, 0.6836], [-1.3617, -5.3071, 1.8960], [-0.7543, -4.1238, 2.9879], [0.2322, -7.0347, 3.2642], [-1.2279, -6.6400, 4.0311], [1.3613, -5.3424, 4.5891], [0.9486, -3.1861, 5.4796], [0.7518, -0.0658, 4.8062], [-1.3583, -6.2379, 6.2053], [-1.8254, -4.7877, 6.8189], [1.3872, 1.5018, 6.8726], [1.1460, -0.3477, 5.8277], [0.3547, -0.9284, 6.2658], [2.0950, -0.8974, 5.8411], [-3.3006, 0.0198, 1.3984], [-2.0775, -0.8177, 1.1503], [-2.0664, -1.9573, 1.6716], [-1.0273, -0.2066, 0.4638], [-1.7722, 1.3532, -1.8017], [-1.5462, 3.2248, -2.8023], [-0.8552, 4.2856, -2.1839], [-0.2139, 4.1408, -0.8499], [-0.7717, 5.5103, -2.8009], [-1.3225, 5.6992, -4.0567], [-1.2465, 7.0739, -4.7033], [-1.8497, 4.6075, -4.7452], [-1.9910, 3.3603, -4.1376], [-2.5119, 2.2001, -4.9388], [-0.5364, 0.0780, -2.8877], [0.6598, 0.5109, -3.4535], [1.3002, 1.8297, -3.2216], [1.3734, -0.4283, -4.2470], [0.9625, -1.7800, -4.3039], [1.8038, -2.7969, -4.9953], [-0.2499, -2.1397, -3.6790], [-1.0502, -1.2010, -3.0742], [-2.4534, -1.6286, -2.5354], [-4.2259, -0.5645, 1.4466], [-3.4016, 0.7415, 0.5962], [-3.2500, 0.5130, 2.3384], [-0.9270, 4.0353, -0.0353], [0.4138, 4.9570, -0.5031], [0.4116, 3.2069, -0.8007], [-0.3081, 6.4447, -2.3354], [-0.6921, 7.7247, -4.0045], [-2.2185, 7.5025, -4.8160], [-0.7997, 7.1219, -5.7035], [-2.1946, 4.6687, -5.7754], [-2.5850, 2.4503, -6.0094], [-3.4468, 1.8229, -4.5267], [-1.7925, 1.4212, -4.9541], [1.4224, 1.9533, -2.1273], [0.7872, 2.6605, -3.7279], [2.3486, 1.8571, -3.6264], [2.3919, -0.1839, -4.5812], [1.4641, -3.7834, -4.7942], [2.9008, -2.7477, -4.8268], [1.6094, -2.6619, -6.0735], [-0.5497, -3.1631, -3.7350], [-2.5449, -2.7337, -2.5745], [-3.1885, -1.1425, -3.2021], [-2.6157, -1.2719, -1.5244]],
  "mulliken_charge": [0.891, -0.244, 0.350, -0.169, -0.342, -0.366, -1.098, -0.502, -0.590, 1.161, -0.191, 0.490, 0.595, 0.389, 0.430, -0.292, 0.434, -1.178, -0.302, -1.358, -0.264, 0.387, -0.716, -0.488, 0.325, -0.565, -0.705, 0.470, 0.260, 0.233, 0.561, 0.390, 0.608, 0.283, 0.445, 0.445, 0.317, 0.193, 0.063, 0.254, 0.301, -0.052, -0.852, 0.486, 0.361, -1.143, 0.534, -0.716, -0.073, 0.875, -0.266, 1.183, -1.480, -0.976, 0.895, -1.458, -1.187, 1.253, -1.585, 1.147, 0.841, -0.481, -0.955, 0.599, -1.712, -0.969, 0.378, -1.855, 0.349, 0.075, 0.379, 0.483, 0.410, -0.225, 0.156, 0.341, 0.353, 0.347, 0.413, 0.383, 0.329, 0.360, -0.507, 0.254, 0.391, 0.338, 0.432, 0.350, 0.337, 0.449, 0.392, 0.376, 0.336]
}